(1)
C26H38N4O3P3PbS3Sb as an isolated structure. Source: the OMol25 dataset; level of theory: wB97M-V/def2-TZVPD.

Calculated values
total charge: -1
M: 972.70 g/mol
spin multiplicity: 2
expectation value of S²: 0.763
HOMO (alpha / beta): -4.02 / -4.31 eV
LUMO energy (alpha / beta): 0.079 / 0.052 Eh

CARTESIAN COORDINATES (ANGSTROEM)
O 2.206 -3.363 -0.892
H -3.431 -0.155 -1.425
H -3.148 -2.132 -2.945
P -0.758 -1.716 -0.761
H 0.880 0.020 5.915
C 0.926 -2.492 -4.502
S 1.174 2.224 -4.068
H -0.383 -6.627 -2.389
C 0.000 1.523 2.995
C 1.359 5.312 1.883
H 3.452 -1.834 -2.374
N -0.461 -2.073 0.811
H 1.889 7.378 1.836
C 2.008 -5.753 -3.023
S 4.890 2.761 -4.639
H -4.142 -1.170 -0.142
C -0.903 -0.423 4.801
H -0.075 -4.087 1.313
C 0.748 -1.542 1.442
C -1.783 3.623 0.996
H -2.558 -0.658 3.459
O -0.222 -2.931 -1.684
Pb 1.679 1.778 -1.430
C -1.284 3.224 -1.697
Sb 2.953 3.771 -3.937
C -0.882 -3.345 1.364
H 1.512 -2.513 -5.423
C -2.735 3.993 0.069
S 3.003 4.170 -1.620
H 3.472 -1.693 -4.145
P 1.274 -3.450 -2.027
P 0.749 2.647 1.756
H -1.157 -3.210 2.414
H 1.692 1.687 4.311
H -3.957 -3.094 -1.696
C 0.740 1.198 4.136
C -3.206 -0.806 -0.575
H -0.917 -5.216 -1.473
H 0.978 -0.560 1.032
C -0.046 -5.788 -1.776
C 0.464 4.492 3.952
C -0.588 3.028 0.573
H 0.299 5.926 5.535
C 0.841 4.255 2.636
C 1.114 6.800 3.756
C -2.985 -2.725 -2.037
C -2.477 3.790 -1.286
H -3.212 4.094 -2.022
H 2.400 -0.663 -3.192
H 1.220 7.787 4.188
C -0.308 2.820 -0.775
H 2.704 -5.116 -3.564
C 0.291 0.248 5.037
H 0.552 -1.441 2.511
N 0.867 -4.973 -2.562
H 0.183 -3.288 -4.548
H 2.539 -6.217 -2.184
H 0.415 -1.525 -4.443
H -1.254 -1.174 5.498
H 1.601 -2.202 1.269
N 1.806 -2.683 -3.363
N -2.382 -1.934 -0.986
H -1.952 3.812 2.051
H -1.766 1.057 1.884
H -1.751 -3.726 0.829
C -1.634 -0.130 3.662
H -2.685 -0.209 0.169
H -2.365 -3.579 -2.293
O -0.254 -0.379 -1.105
C 0.601 5.757 4.510
C -1.190 0.838 2.771
C 2.842 -1.657 -3.255
H 0.041 3.695 4.550
H 1.657 -6.534 -3.701
H 0.438 -6.193 -0.878
H -3.662 4.456 0.389
C 1.489 6.572 2.437
H 1.656 5.146 0.852
H -1.092 3.095 -2.754

***

(2)
C37H44N3OP3Pd as an isolated structure in a non-equilibrium geometry. Source: the OMol25 dataset; level of theory: wB97M-V/def2-TZVPD.

Calculated values
total charge: +2
M: 746.12 g/mol
spin multiplicity: 3
expectation value of S²: 2.009
HOMO (alpha / beta): -13.19 / -13.91 eV
LUMO energy (alpha / beta): -0.211 / -0.270 Eh

CARTESIAN COORDINATES (ANGSTROEM)
H 4.747 -6.603 2.809
N -1.854 0.770 -1.287
C 1.705 4.361 1.499
H -1.051 -2.840 1.396
Pd -0.160 0.365 0.261
C -3.082 5.487 0.221
C 2.997 3.578 -2.443
H -0.974 5.384 0.580
C 0.831 3.303 -1.424
H -5.011 2.924 -0.845
C 2.154 -0.057 -2.659
C 1.574 4.504 3.899
H -1.895 -0.641 -2.570
P 0.137 -0.367 2.650
H 1.129 -3.031 -1.194
H 2.661 2.607 -0.553
H -3.150 6.522 0.527
H -0.042 3.436 4.822
H 4.438 -0.512 0.562
C -4.126 3.467 -0.537
O -2.180 -0.552 -1.650
H -0.243 0.712 4.778
H 2.139 -0.433 -3.684
H -1.065 -2.760 3.994
C 2.181 4.858 2.705
C -0.006 3.157 2.697
H 0.138 -1.630 -1.642
H 3.005 4.582 -4.337
H 3.527 -2.480 -2.885
H -1.947 -1.436 4.770
H -0.848 4.030 -2.558
C 2.171 -4.815 4.096
C 0.227 3.908 -2.523
C 3.065 -3.766 2.066
H 1.235 0.510 -2.487
C 2.395 4.209 -3.525
C 2.129 -1.834 1.272
H 3.021 5.540 2.705
H 0.552 4.830 -4.426
H 0.643 -0.835 4.941
H -2.516 0.650 3.499
C 0.621 3.488 1.491
C 1.066 -2.163 -1.853
C -1.852 -2.022 3.855
C 3.576 -1.991 -1.909
H -2.641 -2.141 1.031
C 0.463 3.670 3.893
H -3.870 0.926 -1.025
C 0.547 0.085 4.366
C 4.022 -5.803 2.887
C 3.091 -5.814 3.952
C 2.215 3.115 -1.400
H 1.455 -4.815 4.907
C 1.017 4.358 -3.571
H 3.646 0.892 1.320
C -1.578 -1.131 2.649
H 1.954 4.891 4.835
H -2.426 0.660 1.727
C 2.149 -3.756 3.163
H 3.110 -6.633 4.658
H 2.999 0.628 -2.575
H 4.052 0.930 -0.410
C 1.263 -1.791 2.392
H -1.156 -1.292 0.524
C -2.901 1.419 -0.954
C 2.271 -1.233 -1.683
N 1.292 -2.728 3.310
C -1.617 -1.912 1.329
C 3.722 0.295 0.411
H 4.437 -1.321 -1.916
H 1.022 -2.525 -2.882
H -5.176 5.300 -0.199
N 3.024 -2.782 1.146
C 4.013 -4.806 1.955
C -2.895 2.805 -0.521
C -1.743 3.507 -0.117
H -3.602 -0.367 2.555
H 4.071 3.450 -2.417
H 4.705 -4.794 1.125
P -0.104 2.732 0.006
H -2.796 -2.551 3.702
P 2.116 -0.480 0.029
C -1.854 4.842 0.256
H 3.731 -2.753 -1.154
C -4.218 4.799 -0.179
H -0.889 2.526 2.679
H 1.486 0.638 4.394
H 2.164 4.677 0.572
C -2.585 0.025 2.605

***

(3)
C3H6OS in the gas phase in a non-equilibrium geometry. Source: the OMol25 dataset; level of theory: wB97M-V/def2-TZVPD.

Calculated values
M: 90.15 g/mol
spin multiplicity: 1
SMILES: C=S(=O)=CC
energy relative to the best compared isomer or geometry (same formula, charge and spin): 91.2 kcal/mol
HOMO: -8.66 eV
LUMO energy: 0.027 Eh

CARTESIAN COORDINATES (ANGSTROEM)
H 0.558 -1.064 -1.578
C -0.137 0.386 0.308
S -1.478 -0.711 -0.190
H 1.665 -0.666 0.725
C 0.979 0.114 1.200
C -0.249 -0.504 -1.538
O -2.687 0.086 -0.538
H -0.425 1.390 -0.020
H 1.365 1.001 1.533
H -0.372 0.424 -2.124
H 0.781 -0.456 2.221

***

(4)
A 2-piece molecular cluster, C4H13N4O overall in a non-equilibrium geometry. Source: the OMol25 dataset; level of theory: wB97M-V/def2-TZVPD.

Calculated values
total charge: +1
M: 133.18 g/mol
spin multiplicity: 1
energy relative to the best compared isomer or geometry (same formula, charge and spin): 58.4 kcal/mol
HOMO: -13.49 eV
LUMO energy: -0.092 Eh

CARTESIAN COORDINATES (ANGSTROEM)
H 0.038 -0.046 -0.298
C 0.013 -0.966 4.160
N 0.610 -0.549 0.588
H -0.307 -0.705 -4.649
H -0.848 -1.671 4.240
H 1.511 2.288 -2.850
N 0.667 -0.890 2.906
H -1.494 0.679 2.740
N 0.895 1.723 -3.577
C 0.218 0.705 -3.024
C -0.751 -0.197 -3.828
H 1.652 -0.678 0.447
H 0.964 1.930 -4.561
H 1.273 -1.780 2.683
C 0.125 -0.340 1.824
H -0.202 0.062 4.378
O 0.377 0.693 -1.778
H 0.587 -1.345 4.865
H -1.530 0.242 -4.434
H -1.418 -0.672 -2.995
H -1.457 0.919 1.181
N -0.921 0.599 1.983

***

(5)
C43H30IN5O2PScSe2 as an isolated structure. Source: the OMol25 dataset; level of theory: wB97M-V/def2-TZVPD.

Calculated values
M: 1009.50 g/mol
spin multiplicity: 1
energy relative to the best compared isomer or geometry (same formula, charge and spin): 19.9 kcal/mol
HOMO: -6.90 eV
LUMO energy: -0.009 Eh

CARTESIAN COORDINATES (ANGSTROEM)
N -0.839 -1.209 1.774
C -1.395 5.908 2.381
H 6.678 1.351 -0.907
H 5.751 -2.728 0.063
H 0.846 3.780 -2.016
C 2.230 -0.237 -0.892
C -1.284 -3.923 -1.107
C -0.440 3.457 3.248
H -4.597 -2.020 4.244
C -0.251 3.850 1.932
Se 1.411 1.079 1.787
C 5.944 0.570 -0.781
C -2.770 -1.711 3.147
C -4.784 -1.072 -3.238
H 0.839 -3.349 1.272
H 4.588 5.833 -1.637
C 3.702 -0.168 -0.818
H 0.134 -2.415 4.750
H -1.989 -2.023 -5.989
O 2.830 -3.476 -0.124
N -0.553 -3.232 -0.237
C 4.599 0.866 -0.979
H 0.458 -1.778 -5.527
C 4.117 -1.448 -0.443
C -4.391 -0.789 1.087
N 1.792 -1.455 -0.521
H -1.932 -3.346 -1.753
H -0.048 2.503 3.576
H -5.050 -0.351 -1.288
C 5.445 -1.739 -0.238
H -0.578 5.381 0.468
C -2.186 -1.272 1.922
C 0.247 -3.915 0.571
C -2.051 -1.050 -2.723
C -1.911 -2.151 4.171
C -0.724 5.083 1.498
H -1.759 6.867 2.045
C -0.557 -2.101 3.984
C 0.363 -5.294 0.521
H 4.266 1.859 -1.237
H -1.261 3.967 5.149
C 3.905 4.800 0.110
H 7.408 -0.888 -0.255
H -1.871 -5.817 -1.928
C -4.166 -1.687 3.312
C -1.117 4.285 4.126
C -2.963 -0.789 -1.625
N -2.381 -0.731 -0.388
C -3.028 -0.890 0.807
C 6.358 -0.701 -0.416
C 2.882 -2.280 -0.318
H -2.160 6.141 4.367
C -0.068 -1.601 2.773
H -0.314 -7.089 -0.457
C -1.619 -1.708 -5.021
Sc -0.223 -0.471 -0.309
H 2.653 5.160 -3.012
C 1.790 3.691 -0.100
C 2.716 4.850 -1.978
O 1.422 0.645 -1.239
C -1.245 -5.304 -1.214
H 4.768 5.068 0.704
C -0.281 -1.587 -4.765
H -5.077 -0.376 0.376
H 1.183 -1.093 -3.265
C 1.704 4.080 -1.427
C -0.390 -6.015 -0.387
C -3.938 -1.480 -4.234
Se -1.145 2.226 -0.652
H -5.850 -1.045 -3.409
C 0.125 -1.197 -3.482
N -0.717 -0.957 -2.493
C 3.809 5.218 -1.209
C -4.313 -0.704 -1.981
C -1.607 5.504 3.691
H -2.341 -2.512 5.094
C -2.553 -1.417 -4.007
I 1.688 -6.248 1.834
H -6.014 -1.130 2.421
C -4.942 -1.194 2.299
C 2.893 4.043 0.669
H -4.307 -1.813 -5.192
P 0.480 2.705 0.705
H 2.949 3.704 1.697
H 1.008 -1.495 2.641

***

(6)
A 2-piece molecular cluster, C10H21N2OP overall in a non-equilibrium geometry. Source: the OMol25 dataset; level of theory: wB97M-V/def2-TZVPD.

Calculated values
M: 216.27 g/mol
spin multiplicity: 1
energy relative to the best compared isomer or geometry (same formula, charge and spin): 108.0 kcal/mol
HOMO (alpha / beta): -6.83 / -7.49 eV
LUMO energy (alpha / beta): -0.011 / 0.024 Eh

CARTESIAN COORDINATES (ANGSTROEM)
C -1.904 -0.065 -0.941
C -4.212 0.615 -1.610
H 1.473 0.175 3.286
H 3.579 -1.402 0.065
H -0.732 -0.754 -3.906
H -1.695 2.497 -1.603
H 4.800 -0.721 2.622
H 0.029 1.830 -1.427
C 4.278 0.035 2.031
C 2.295 0.912 1.059
H 2.797 -0.738 3.936
H -4.257 -1.391 0.580
C -0.877 1.820 -2.037
H -4.647 0.254 0.693
C -0.374 -0.385 -2.931
H 4.857 -0.040 1.130
H 1.513 -1.500 2.946
C -3.799 -0.407 0.481
H -4.974 -0.038 -1.758
C 2.105 -0.603 3.040
N -3.214 0.113 -0.692
H 2.980 -2.510 1.305
H -0.074 -1.140 -2.210
H 4.199 1.033 2.423
H -3.749 0.730 -2.549
N -1.370 0.487 -2.194
C 2.874 -0.347 1.727
H -4.605 1.587 -1.234
C 2.813 -1.572 0.803
H 0.517 0.190 -3.023
H -0.734 2.223 -3.098
P -0.733 -0.834 0.065
H 1.841 -1.624 0.306
H -3.174 -0.428 1.313
O 2.172 1.999 1.402

***

(7)
A 2-piece molecular cluster, C5H11OP overall in a non-equilibrium geometry. Source: the OMol25 dataset; level of theory: wB97M-V/def2-TZVPD.

Calculated values
M: 118.12 g/mol
spin multiplicity: 1
energy relative to the best compared isomer or geometry (same formula, charge and spin): 155.6 kcal/mol
HOMO (alpha / beta): -7.67 / -7.76 eV
LUMO energy (alpha / beta): 0.006 / -0.013 Eh

CARTESIAN COORDINATES (ANGSTROEM)
C -1.789 2.383 -0.032
H -2.762 2.600 0.610
C 1.086 -1.462 0.756
C 1.228 0.836 -0.659
H -1.674 0.473 -1.232
H 1.949 1.344 -0.190
H -0.864 -1.271 -1.305
P 0.026 0.038 0.433
H -2.122 -0.999 -0.279
H 1.780 -1.021 1.316
H 1.717 0.208 -1.326
H 0.505 -2.304 1.206
C -1.240 -0.461 -0.801
H 1.427 -1.981 -0.204
H 0.785 1.705 -1.221
H -1.232 1.026 2.278
O -1.746 2.616 -1.177
C -0.168 0.759 1.968

***

(8)
C4H5NO2S in the gas phase in a non-equilibrium geometry. Source: the OMol25 dataset; level of theory: wB97M-V/def2-TZVPD.

Calculated values
M: 131.16 g/mol
spin multiplicity: 1
SMILES: N#CCSCC(=O)O
energy relative to the best compared isomer or geometry (same formula, charge and spin): 64.6 kcal/mol
HOMO: -9.58 eV
LUMO energy: -0.004 Eh

CARTESIAN COORDINATES (ANGSTROEM)
H 1.382 -1.393 -1.116
C -0.184 1.666 -0.033
N -2.675 0.879 -0.746
C 0.356 -1.214 0.851
H 0.711 -2.937 0.000
H -0.210 1.556 1.056
O 0.065 -2.519 0.851
C -1.542 1.242 -0.607
O 0.273 -0.482 1.774
H -0.189 2.818 0.047
S 1.171 0.836 -0.775
H -0.118 -1.131 -1.183
C 0.656 -0.766 -0.576

***

(9)
C2H3NOS in the gas phase in a non-equilibrium geometry. Source: the OMol25 dataset; level of theory: wB97M-V/def2-TZVPD.

Calculated values
M: 89.12 g/mol
spin multiplicity: 1
SMILES: N#C[C@H](O)S
energy relative to the best compared isomer or geometry (same formula, charge and spin): 29.9 kcal/mol
HOMO: -10.14 eV
LUMO energy: 0.013 Eh

CARTESIAN COORDINATES (ANGSTROEM)
S -1.637 0.386 -0.398
H 1.381 0.251 -0.478
O 0.945 -0.659 -0.527
H -1.186 1.460 0.335
C -0.124 -0.504 0.376
N 0.251 0.876 2.548
C 0.059 0.151 1.658
H -0.390 -1.481 0.767

***

(10)
C3H4F36K2O3P6 as an isolated structure in a non-equilibrium geometry. Source: the OMol25 dataset; level of theory: wB97M-V/def2-TZVPD.

Calculated values
total charge: -4
M: 1036.03 g/mol
spin multiplicity: 1
HOMO: -2.31 eV
LUMO energy: 0.232 Eh

CARTESIAN COORDINATES (ANGSTROEM)
F -0.675 0.615 -5.216
F 1.927 4.476 4.191
F -2.895 0.631 -4.984
F 1.421 -1.350 -4.891
F -3.023 2.893 -5.033
F -0.715 3.013 -5.113
F 0.289 2.166 2.568
C -5.075 1.500 2.603
H -4.634 1.769 1.644
F -2.065 -1.357 0.762
F -2.197 0.961 0.628
F 1.142 4.251 2.076
F 2.005 -3.459 -5.405
F 2.021 -3.369 -0.296
F 1.939 -4.001 -3.166
O -3.798 0.543 4.304
P 1.681 -2.642 -4.007
F 3.253 -2.245 -3.883
F -1.578 -0.221 -1.172
H -5.202 -0.678 3.245
F 0.524 -4.549 1.132
H -6.164 1.496 2.518
F 1.098 2.487 4.831
F 2.453 2.624 3.067
F 3.749 -3.876 1.083
F 1.540 -1.847 -2.600
F 0.076 1.011 0.129
K 2.075 -0.010 2.216
O -4.667 2.421 3.588
F 5.910 0.733 -0.811
F 2.281 -5.197 2.374
P 1.059 3.327 3.441
F 4.213 2.000 -1.859
F 0.061 -1.270 -0.044
F 2.410 -5.541 0.134
K -0.569 -3.579 -1.619
F 2.712 1.045 -0.388
F -0.365 4.050 3.770
F -1.607 1.717 -3.472
F 1.945 -2.857 1.983
O -4.156 2.180 5.800
H -3.787 -0.216 2.401
P 4.273 0.834 -0.729
C -4.514 0.158 3.125
F 3.968 -0.265 -1.846
F 4.539 1.987 0.443
F 0.035 -2.957 -4.041
P -1.745 1.806 -5.088
P -1.041 -0.117 0.335
F -1.900 1.800 -6.709
C -4.200 1.750 4.685
P 2.172 -4.207 1.080
F 4.336 -0.374 0.348
F -0.534 -0.059 1.869

***

Energy values, unit eV, following the record order: -111847.5809, -76933.3925, -16087.0359, -12360.3566, -225413.9305, -25021.5771, -16692.9163, -20647.3799, -16493.9014, -195571.6202.